1.
Here is a 10-piece molecular cluster, C24H36Br12F4O12 overall in a non-equilibrium geometry from the Open Molecules 2025 dataset. Energies are from wB97M-V/def2-TZVPD.

Values from the calculation:
- highest occupied orbital energy (eV) = -10.27
- DFT total energy (eV) = -901422.481
- total charge = 0
- SMILES = O=C1OC[C@@H](F)O1.O=C1OC[C@@H](F)O1.O=C1OC[C@@H](F)O1.O=C1OC[C@@H](F)O1.BrCCBr.BrCCBr.BrCCBr.BrCCBr.BrCCBr.BrCCBr
- multiplicity = 1

Last column: Löwdin charge in e.
CARTESIAN COORDINATES (ANGSTROEM)
1 O 4.09 2.44 -5.80  0.133
2 C 4.57 2.33 -4.70  -0.560
3 O 4.95 3.36 -3.94  0.084
4 C 5.34 2.96 -2.65  -0.035
5 C 5.17 1.38 -2.69  -0.200
6 F 4.18 0.95 -1.85  0.031
7 O 4.75 1.09 -4.12  0.079
8 H 6.37 3.23 -2.50  0.132
9 H 4.70 3.29 -1.87  0.128
10 H 6.04 0.80 -2.42  0.156
11 O -0.29 4.36 2.02  0.168
12 C -1.18 4.00 1.29  -0.574
13 O -2.23 3.28 1.63  0.096
14 C -2.92 2.84 0.45  -0.028
15 C -2.13 3.55 -0.68  -0.277
16 F -2.91 4.56 -1.26  0.018
17 O -1.05 4.15 -0.04  0.144
18 H -2.82 1.77 0.34  0.098
19 H -3.96 3.25 0.47  0.157
20 H -1.81 2.97 -1.50  0.139
21 O -0.40 1.14 0.07  0.158
22 C -0.07 -0.01 0.01  -0.586
23 O -0.83 -0.93 -0.62  0.007
24 C -0.27 -2.20 -0.52  -0.099
25 C 1.12 -1.93 0.12  -0.263
26 F 2.05 -2.05 -0.82  0.091
27 O 1.00 -0.53 0.55  0.134
28 H -0.97 -2.85 0.05  0.093
29 H -0.11 -2.68 -1.52  0.117
30 H 1.26 -2.54 0.97  0.106
31 O 2.86 4.70 4.28  0.185
32 C 2.61 3.80 3.55  -0.550
33 O 3.07 3.64 2.33  0.085
34 C 2.44 2.47 1.70  -0.021
35 C 1.76 1.78 2.85  -0.251
36 F 2.51 0.59 3.18  -0.022
37 O 1.82 2.69 3.93  0.109
38 H 1.88 2.84 0.85  0.134
39 H 3.24 1.82 1.38  0.113
40 H 0.75 1.49 2.69  0.129
41 Br -4.73 -0.96 6.21  0.654
42 C -3.49 -1.81 4.99  -0.683
43 C -2.49 -0.73 4.64  -0.714
44 Br -1.06 -1.29 3.49  0.703
45 H -4.05 -2.26 4.19  0.015
46 H -3.03 -2.63 5.48  0.038
47 H -2.02 -0.33 5.53  0.056
48 H -3.01 0.02 4.17  0.009
49 Br 0.74 -5.42 1.30  0.679
50 C -0.98 -4.87 2.05  -0.696
51 C -1.79 -6.13 2.41  -0.719
52 Br -3.46 -5.63 3.21  0.662
53 H -1.45 -4.30 1.24  0.018
54 H -0.95 -4.27 2.95  0.015
55 H -1.30 -6.72 3.21  0.057
56 H -1.88 -6.78 1.57  0.042
57 Br 5.08 -2.85 1.70  0.577
58 C 5.82 -1.32 2.74  -0.695
59 C 5.67 -0.01 2.04  -0.709
60 Br 6.60 1.33 3.12  0.651
61 H 6.90 -1.44 2.93  0.057
62 H 5.25 -1.22 3.70  0.074
63 H 4.62 0.32 2.02  0.023
64 H 6.07 0.02 1.06  0.039
65 Br -1.71 0.96 -6.19  0.689
66 C 0.06 0.40 -6.69  -0.694
67 C 1.11 1.22 -6.05  -0.614
68 Br 1.18 0.84 -4.08  0.610
69 H 0.02 0.45 -7.78  0.067
70 H 0.07 -0.61 -6.33  0.031
71 H 0.78 2.29 -6.17  0.080
72 H 2.11 1.10 -6.42  0.044
73 Br -2.12 -3.55 -3.63  0.679
74 C -3.43 -2.17 -3.90  -0.669
75 C -2.80 -0.84 -3.45  -0.661
76 Br -4.08 0.72 -3.32  0.548
77 H -4.35 -2.45 -3.42  0.041
78 H -3.60 -2.13 -4.99  0.066
79 H -2.10 -0.64 -4.24  -0.067
80 H -2.15 -0.81 -2.57  0.031
81 Br -6.80 -0.79 2.84  0.600
82 C -6.37 -0.40 0.94  -0.622
83 C -4.89 -0.15 0.83  -0.726
84 Br -3.82 -1.74 0.96  0.680
85 H -6.94 0.45 0.47  0.093
86 H -6.67 -1.31 0.46  0.031
87 H -4.46 0.46 1.66  0.053
88 H -4.64 0.21 -0.12  -0.003


2.
Here is C29H36CaCl2N4O7Si as an isolated structure in a non-equilibrium geometry from the Open Molecules 2025 dataset. Energies are from wB97M-V/def2-TZVPD.

Values from the calculation:
- ΔE to the lowest compared entry with this formula, charge and spin (kJ/mol) = 136.3
- highest occupied orbital energy (eV) = -3.68
- DFT total energy (eV) = -102320.729
- total charge = -2
- multiplicity = 1

Last column: Löwdin charge in e.
CARTESIAN COORDINATES (ANGSTROEM)
1 Ca 9.11 13.43 11.85  1.375
2 N 7.30 12.92 13.48  -0.101
3 C 5.99 13.54 12.97  -0.217
4 C 6.08 15.10 12.61  -0.177
5 N 7.19 15.29 11.62  -0.114
6 C 6.90 16.04 10.45  -0.253
7 C 6.18 15.17 9.41  -0.264
8 N 7.11 14.20 8.88  0.030
9 H 7.26 11.87 13.58  0.095
10 H 7.62 13.35 14.35  0.068
11 H 5.16 13.36 13.72  0.095
12 H 5.66 12.95 12.08  0.101
13 H 6.24 15.63 13.53  0.088
14 H 5.06 15.45 12.25  0.121
15 H 7.90 15.77 12.15  0.047
16 H 7.82 16.46 10.05  0.116
17 H 6.22 16.85 10.69  0.098
18 H 5.95 15.84 8.53  0.099
19 H 5.23 14.81 9.80  0.094
20 H 6.88 13.22 8.93  0.054
21 H 8.02 14.34 9.22  -0.004
22 O 7.66 9.53 10.16  -0.029
23 C 8.08 10.69 10.26  -0.619
24 O 7.68 11.46 11.21  -0.167
25 C 9.04 11.33 9.23  -0.181
26 C 9.65 10.59 8.25  -0.019
27 C 10.65 11.20 7.53  -0.079
28 C 11.00 12.52 7.76  0.017
29 C 10.29 13.18 8.80  -0.183
30 N 9.35 12.59 9.54  0.058
31 C 10.75 14.48 9.33  -0.659
32 O 11.83 14.96 8.93  -0.006
33 O 10.00 14.99 10.22  -0.149
34 H 9.43 9.55 8.18  0.108
35 H 11.12 10.61 6.76  0.093
36 H 11.81 13.05 7.22  0.122
37 C 14.41 9.51 12.81  -0.094
38 C 13.45 10.57 12.08  -0.556
39 C 14.44 11.67 11.63  -0.119
40 C 12.78 10.03 10.83  -0.122
41 Si 11.90 11.22 13.14  0.463
42 O 10.71 11.89 12.31  -0.463
43 C 12.35 12.17 14.73  -0.224
44 C 11.40 12.98 15.28  -0.112
45 C 11.64 13.72 16.40  -0.097
46 C 12.90 13.68 17.01  -0.106
47 C 13.86 12.78 16.52  -0.111
48 C 13.55 11.99 15.40  -0.111
49 C 11.19 9.64 13.91  -0.194
50 C 9.93 9.33 13.38  -0.076
51 C 9.35 8.06 13.66  -0.073
52 C 9.92 7.23 14.65  -0.143
53 C 11.12 7.56 15.29  -0.121
54 C 11.78 8.75 14.88  -0.089
55 H 15.01 9.05 11.97  0.082
56 H 13.90 8.67 13.29  0.041
57 H 14.98 10.01 13.66  0.064
58 H 14.93 11.43 10.66  0.083
59 H 15.19 11.87 12.39  0.054
60 H 13.90 12.63 11.52  0.086
61 H 13.57 9.66 10.14  0.080
62 H 12.23 10.79 10.34  0.048
63 H 12.06 9.23 10.91  0.076
64 H 10.44 13.21 14.76  0.103
65 H 10.84 14.44 16.64  0.095
66 H 13.15 14.31 17.89  0.096
67 H 14.89 12.80 16.95  0.096
68 H 14.31 11.38 14.90  0.072
69 H 9.39 9.93 12.64  0.078
70 H 8.47 7.76 13.07  0.095
71 H 9.41 6.29 14.91  0.083
72 H 11.47 6.82 16.01  0.083
73 H 12.72 9.09 15.33  0.084
74 Cl 11.70 17.96 14.07  0.590
75 C 10.14 17.35 13.49  -0.986
76 Cl 8.88 18.61 13.64  0.548
77 C 9.71 16.17 14.32  -0.787
78 O 9.90 16.20 15.54  -0.043
79 O 9.15 15.20 13.67  -0.165
80 H 10.15 17.14 12.46  0.034


3.
Here is C9H10CoF6N7O5S2 as an isolated structure from the Open Molecules 2025 dataset. Energies are from wB97M-V/def2-TZVPD.

Values from the calculation:
- ΔE to the lowest compared entry with this formula, charge and spin (kJ/mol) = 175.5
- highest occupied orbital energy (eV) = -17.03
- DFT total energy (eV) = -105744.546
- total charge = +2
- multiplicity = 1

Last column: Löwdin charge in e.
CARTESIAN COORDINATES (ANGSTROEM)
1 Co 0.23 -0.67 0.30  0.779
2 O 1.84 -1.38 -0.31  -0.060
3 C 2.70 -0.43 -1.00  -0.024
4 C 2.03 0.90 -0.96  -0.204
5 C 2.57 2.04 -1.50  0.050
6 C 1.82 3.21 -1.50  0.038
7 C 0.55 3.21 -0.97  0.030
8 C 0.05 2.04 -0.42  -0.031
9 N 0.79 0.93 -0.42  0.032
10 H 1.69 -2.17 -0.86  0.162
11 H 2.81 -0.76 -2.03  0.166
12 H 3.67 -0.45 -0.50  0.158
13 H 3.56 2.01 -1.94  0.149
14 H 2.23 4.12 -1.93  0.143
15 H -0.08 4.09 -0.97  0.142
16 H -0.94 1.98 0.00  0.120
17 F -1.19 -2.05 -4.47  0.197
18 C -1.87 -2.14 -3.35  -0.671
19 F -3.15 -2.00 -3.55  0.198
20 F -1.60 -3.27 -2.74  0.191
21 S -1.30 -0.68 -2.26  0.738
22 O -0.52 -1.46 -1.17  -0.366
23 O -0.42 0.15 -3.02  -0.228
24 N -2.49 0.08 -1.65  -0.273
25 S -3.54 -0.65 -0.66  0.614
26 O -3.26 -2.04 -0.50  -0.231
27 O -4.83 -0.12 -0.84  -0.176
28 C -2.96 0.12 0.92  -0.560
29 F -1.52 -0.14 1.08  -0.044
30 F -3.49 -0.42 1.97  0.233
31 F -3.05 1.42 0.95  0.198
32 N 0.45 -1.40 5.21  0.195
33 N 0.85 -0.84 4.05  -0.238
34 N 1.76 0.11 4.02  0.189
35 C 1.77 0.45 2.75  -0.104
36 N 0.89 -0.28 2.06  -0.060
37 N 0.30 -1.11 2.92  0.135
38 H 1.18 -1.31 5.90  0.137
39 H 0.07 -2.33 5.05  0.135
40 H 2.41 1.22 2.34  0.140


Taking the records one at a time from the top gives orbital gap values of 0.37764; 0.29719; 0.26638 Eh.